ORCA calculation (wB97M-V/def2-TZVPD) on C26H28F6N5O5OsS3Te as an isolated structure at a distorted geometry.

Element x y z (Å)
Os: -0.6872 0.9123 3.1365
N: -1.2573 1.4133 0.9631
N: -1.4851 0.1639 0.2840
C: -0.2547 -1.5721 1.5058
N: 0.5122 -2.6402 1.0154
S: 0.8536 -0.7609 2.8184
H: -2.1904 1.8030 0.9747
H: -0.6088 2.0859 0.5058
H: -1.7285 0.3336 -0.6807
H: 0.1080 -3.2426 0.3280
H: 1.1768 -3.0700 1.6340
C: 2.6920 -3.4474 -6.1313
C: 2.2879 -2.8007 -4.8345
C: 1.0723 -3.0737 -4.2169
C: 0.6639 -2.4250 -3.0489
C: -0.7076 -2.7664 -2.4529
C: 1.5420 -1.4632 -2.5345
Te: 1.3602 -0.4583 -0.6784
N: -0.5113 -0.7759 0.2576
C: -1.7045 -1.7085 2.2131
O: -2.0207 -0.8557 3.0405
C: -2.5454 -2.8392 1.9722
C: -2.6465 -3.5117 0.7434
C: -3.6191 -4.5246 0.5552
C: -4.4392 -4.8403 1.6205
C: -4.3091 -4.1403 2.8448
C: -3.3709 -3.2147 3.0263
C: 1.1333 1.5690 -1.1250
C: 1.6303 2.3038 -0.0817
C: 1.3671 3.6685 -0.0914
C: 0.5354 4.2260 -1.0371
C: 0.1312 3.4556 -2.0905
C: 0.4204 2.1192 -2.2125
C: -0.0485 1.3026 -3.3597
C: 2.8470 -1.2193 -3.0422
C: 3.8172 -0.2560 -2.4708
C: 3.1623 -1.8629 -4.2211
H: 3.7445 -3.7251 -6.1186
H: 2.5462 -2.7114 -6.9728
H: 2.0383 -4.2652 -6.3264
H: 0.3905 -3.8025 -4.6139
H: -1.4739 -2.6149 -3.2170
H: -1.0291 -2.2277 -1.5678
H: -0.7450 -3.8539 -2.1953
H: -2.0089 -3.2627 -0.0713
H: -3.7937 -5.0691 -0.3440
H: -5.2347 -5.5866 1.5611
H: -4.9392 -4.4298 3.7047
H: -3.2947 -2.7616 4.0521
H: 2.2999 1.8600 0.6981
H: 1.8655 4.2838 0.6747
H: 0.3171 5.2804 -0.9484
H: -0.4714 3.9066 -2.8412
H: -0.5435 1.8978 -4.1392
H: -0.7874 0.5312 -3.1037
H: 0.7951 0.8405 -3.8911
H: 4.0997 -0.4454 -1.4314
H: 3.3991 0.7918 -2.4395
H: 4.7410 -0.2223 -3.0228
H: 4.1268 -1.6117 -4.6638
F: 1.9245 3.7576 6.6861
C: 2.4404 3.7678 5.4860
F: 2.9066 4.9844 5.1964
F: 3.3900 2.8551 5.3044
S: 1.0681 3.3634 4.2589
O: 0.7803 1.9449 4.5949
O: 1.5275 3.6098 2.9396
N: -0.1385 4.2491 4.7960
S: -1.5957 3.9648 4.3717
O: -2.5850 4.5150 5.2262
O: -1.9285 2.5509 3.8894
C: -1.7413 4.8114 2.6679
F: -0.6528 5.5541 2.4455
F: -1.7679 3.8626 1.6850
F: -2.8481 5.5198 2.5396

Cartesian forces (eV/Å) of the 3 atoms listed first:
Os -0.07 0.70 0.76
N 0.26 0.13 -0.09
N -0.45 0.04 -0.66

- E_HOMO (spin up / spin down): -0.5076 / -0.5263 Eh
- Multiplicity: 6
- Kohn-Sham gap (spin up / spin down): 7.4 / 6.6 eV
- ⟨S²⟩: 8.76
- Energy relative to the best compared isomer or geometry (same formula, charge and spin): 42.4 kcal per mole
- Net charge: +2
- LUMO energy (spin up / spin down): -0.237 / -0.284 Eh

=====

ORCA calculation (wB97M-V/def2-TZVPD) on C26H28FMnN7O9 as an isolated structure at a distorted geometry.

Element x y z (Å)
Mn: -1.4025 0.4222 0.2748
O: 2.0472 3.0009 -3.5445
C: 2.7249 2.7417 -2.4296
O: 3.8426 3.1264 -2.2410
C: 2.0160 1.9767 -1.3579
C: 2.5977 1.6868 -0.1377
N: 1.6883 1.0239 0.6010
N: 0.5577 0.8414 -0.0925
C: 0.7364 1.4239 -1.2633
C: -0.4610 1.3984 -2.1391
O: -0.4601 1.8333 -3.2636
O: -1.5147 0.8512 -1.5486
H: 1.1337 2.6438 -3.5200
H: 3.5887 1.9067 0.2225
H: 1.7995 0.6171 1.5180
F: -2.3098 -5.1354 -3.2936
C: -2.3448 -4.9873 -1.9577
C: -2.0075 -3.7889 -1.4151
C: -1.9617 -3.6547 -0.0197
C: -1.5833 -2.4006 0.5796
O: -1.2430 -1.4316 -0.1694
C: -1.5472 -2.3327 1.9785
C: -1.8484 -3.4552 2.7144
N: -2.2221 -4.6145 2.1759
C: -2.5047 -5.7563 3.0312
C: -3.2055 -5.5393 4.3320
C: -3.9262 -6.2058 3.1980
C: -2.2762 -4.7540 0.7866
C: -2.6525 -5.9723 0.2022
C: -2.6943 -6.1094 -1.1720
N: -3.0517 -7.3292 -1.7625
C: -2.3981 -8.5562 -1.3647
C: -3.3918 -9.7010 -1.3031
N: -4.0632 -9.8171 -2.6495
C: -4.7282 -8.5208 -3.0468
C: -3.6872 -7.4167 -3.0614
C: -1.1167 -1.1166 2.7163
O: -0.7517 -1.1542 3.8597
O: -1.2001 0.0353 2.0386
H: -1.7429 -2.9557 -2.0512
H: -1.7683 -3.4237 3.7927
H: -1.7273 -6.5091 2.9897
H: -3.5231 -4.5385 4.5873
H: -2.8755 -6.1351 5.1695
H: -4.6890 -5.6263 2.6960
H: -4.1109 -7.2695 3.2526
H: -2.9445 -6.7994 0.8307
H: -1.9237 -8.4479 -0.3921
H: -1.5990 -8.8163 -2.0779
H: -4.1882 -9.5108 -0.5847
H: -2.9168 -10.6567 -1.0895
H: -4.7415 -10.5816 -2.6483
H: -3.3576 -10.0588 -3.3525
H: -5.4987 -8.3354 -2.2996
H: -5.1850 -8.6739 -4.0222
H: -4.1904 -6.4878 -3.3145
H: -2.9542 -7.6114 -3.8573
C: -3.2937 4.1353 0.6479
C: -2.9109 2.7064 0.5253
N: -1.7061 2.2433 0.7613
O: -0.7644 3.1340 1.1869
C: -3.8477 1.7060 0.1617
C: -5.2858 1.9485 -0.1034
N: -3.3308 0.4601 0.1844
O: -4.0145 -0.5437 0.0099
H: -2.5342 4.7127 1.1649
H: -4.2471 4.2201 1.1668
H: -3.4273 4.5464 -0.3560
H: -0.2971 2.6622 1.8958
H: -5.8337 2.1797 0.8128
H: -5.7314 1.0628 -0.5488
H: -5.3989 2.7966 -0.7789

Cartesian forces (eV/Å) of the 3 atoms listed first:
Mn 0.14 1.12 0.40
O 0.05 -0.11 0.21
C -0.17 0.31 -0.15

- E_HOMO (spin up / spin down): -0.5000 / -0.4936 Eh
- Multiplicity: 2
- Kohn-Sham gap (spin up / spin down): 6.1 / 5.9 eV
- ⟨S²⟩: 0.78
- Net charge: +2
- LUMO energy (spin up / spin down): -0.277 / -0.276 Eh

=====

ORCA calculation (wB97M-V/def2-TZVPD) on C26H28HfN5O3S as an isolated structure at a distorted geometry.

Element x y z (Å)
Hf: -2.1490 -1.2475 0.8269
C: 5.1026 0.9395 -2.2165
O: 3.7307 0.7721 -1.9336
C: 2.8340 0.9278 -2.9536
C: 3.1367 1.2801 -4.2591
C: 2.1189 1.4069 -5.1935
C: 0.8014 1.1943 -4.8354
C: 0.4866 0.8239 -3.5400
C: 1.4958 0.6838 -2.6005
N: 1.2691 0.1973 -1.3049
C: 0.0844 0.1534 -0.6477
N: -0.7258 1.2071 -0.8495
C: -2.0885 1.4669 -0.6062
C: -2.9722 0.5696 -0.0036
C: -4.2934 1.0062 0.1755
C: -4.7075 2.2550 -0.2483
C: -3.8255 3.1251 -0.8732
C: -2.5120 2.7358 -1.0661
O: -1.5386 3.4745 -1.6780
C: -1.8846 4.6999 -2.2835
N: -0.2031 -0.8343 0.1750
C: 0.6940 -1.9391 0.2529
C: 0.3531 -3.1429 -0.3514
C: 1.2498 -4.1996 -0.3321
C: 2.4712 -4.0543 0.3006
C: 2.8139 -2.8672 0.9281
C: 1.9323 -1.7949 0.9068
O: 2.1572 -0.5605 1.4556
C: 3.3913 -0.3331 2.1020
H: 5.6160 0.7585 -1.2737
H: 5.3234 1.9543 -2.5600
H: 5.4444 0.2158 -2.9617
H: 4.1577 1.4618 -4.5567
H: 2.3710 1.6632 -6.2095
H: 0.0122 1.2979 -5.5622
H: -0.5379 0.6190 -3.2672
H: 2.0563 -0.2863 -0.8989
H: -0.3104 1.9638 -1.3877
H: -5.0165 0.3477 0.6512
H: -5.7276 2.5689 -0.0997
H: -4.1757 4.0905 -1.2029
H: -0.9722 5.0567 -2.7586
H: -2.2184 5.4303 -1.5438
H: -2.6628 4.5662 -3.0377
H: -0.6081 -3.2204 -0.8576
H: 0.9973 -5.1251 -0.8202
H: 3.1752 -4.8694 0.3205
H: 3.7738 -2.7856 1.4131
H: 3.3601 0.7047 2.4286
H: 4.2323 -0.4759 1.4170
H: 3.5122 -0.9862 2.9707
C: -2.5506 -2.6972 6.2761
N: -2.3717 -1.8432 5.1311
C: -2.1322 -0.5023 5.1497
C: -2.0123 -0.1099 3.8488
N: -2.1750 -1.2013 3.0434
C: -2.3943 -2.2270 3.8508
H: -2.4524 -2.1047 7.1821
H: -1.7968 -3.4853 6.2800
H: -3.5377 -3.1593 6.2553
H: -2.0677 0.0529 6.0625
H: -1.8208 0.8653 3.4389
H: -2.5721 -3.2351 3.5157
S: -3.1403 -3.2482 0.4155

Cartesian forces (eV/Å) of the 3 atoms listed first:
Hf -1.03 -1.62 1.26
C 0.35 -0.01 -0.05
O -0.54 -0.08 -0.14

- E_HOMO: -0.3819 Eh
- Kohn-Sham gap: 7.8 eV
- Energy relative to the best compared isomer or geometry (same formula, charge and spin): 0.6 kcal per mole
- Net charge: +1
- LUMO energy: -0.096 Eh

=====

ORCA calculation (wB97M-V/def2-TZVPD) on C26H28IrN2P2S4 as an isolated structure.

Element x y z (Å)
Ir: -0.5319 -0.3132 0.3185
S: 1.9829 -0.6146 -0.1287
S: 2.7839 0.9927 -0.7362
S: 0.3344 3.2189 0.2241
S: -1.0243 2.0446 -0.3814
C: -2.1543 -3.2892 0.2915
C: -3.2825 -2.2680 0.2188
P: -2.6567 -0.7067 -0.4669
C: -2.5827 -0.9369 -2.2492
C: -3.7015 -1.4345 -2.9249
C: -3.6737 -1.5743 -4.3036
C: -2.5352 -1.2136 -5.0170
C: -1.4183 -0.7207 -4.3546
C: -1.4424 -0.5808 -2.9728
C: -3.8922 0.5477 -0.1070
C: -4.2463 0.7659 1.2292
C: -5.1852 1.7330 1.5494
C: -5.7622 2.4990 0.5400
C: -5.3992 2.3005 -0.7831
C: -4.4614 1.3265 -1.1127
P: -0.5689 -2.5593 0.8426
C: 0.6908 -3.5598 0.0265
C: 0.8574 -3.3782 -1.3501
C: 1.7268 -4.1907 -2.0587
C: 2.4332 -5.1906 -1.3976
C: 2.2682 -5.3789 -0.0333
C: 1.3958 -4.5663 0.6846
C: -0.4080 -2.8146 2.6119
C: 0.8359 -2.5599 3.2035
C: 1.0019 -2.7204 4.5705
C: -0.0748 -3.1249 5.3554
C: -1.3111 -3.3702 4.7748
C: -1.4807 -3.2163 3.4030
H: -1.9400 -3.7039 -0.6928
H: -2.3986 -4.1267 0.9406
H: -3.7175 -2.0480 1.1942
H: -4.0896 -2.6214 -0.4212
H: -4.6005 -1.7077 -2.3804
H: -4.5417 -1.9610 -4.8237
H: -2.5213 -1.3148 -6.0961
H: -0.5328 -0.4415 -4.9138
H: -0.5656 -0.1939 -2.4607
H: -3.7921 0.1725 2.0214
H: -5.4709 1.8920 2.5827
H: -6.4976 3.2549 0.7907
H: -5.8447 2.9035 -1.5646
H: -4.1830 1.1759 -2.1503
H: 0.3004 -2.6039 -1.8714
H: 1.8560 -4.0476 -3.1243
H: 3.1105 -5.8277 -1.9517
H: 2.8147 -6.1635 0.4778
H: 1.2682 -4.7276 1.7480
H: 1.6827 -2.2640 2.5882
H: 1.9706 -2.5414 5.0235
H: 0.0540 -3.2570 6.4224
H: -2.1457 -3.6905 5.3879
H: -2.4506 -3.4218 2.9634
N: -1.1163 1.3914 2.8861
N: -0.1950 0.3703 2.4581
H: -0.7799 1.8034 3.7494
H: -2.0042 0.9473 3.0711
H: -0.1613 -0.4064 3.1081
H: 0.7295 0.7841 2.4484

Cartesian forces (eV/Å) of the 3 atoms listed first:
Ir -0.11 -0.39 -0.29
S -0.04 0.05 0.16
S 0.08 0.05 -0.05

- E_HOMO (spin up / spin down): -0.5146 / -0.5350 Eh
- Multiplicity: 6
- Kohn-Sham gap (spin up / spin down): 8.4 / 6.2 eV
- ⟨S²⟩: 8.77
- Energy relative to the best compared isomer or geometry (same formula, charge and spin): 0.0 kcal per mole
- Net charge: +2
- LUMO energy (spin up / spin down): -0.207 / -0.309 Eh

=====

Number 1: total energy -103653.1860 eV. Number 2: total energy -90295.4132 eV. Number 3: total energy -53147.4001 eV. Number 4: total energy -95140.1843 eV.